Entry 1:
ORCA calculation (ωB97M-V with the def2-TZVPD basis set) on C9H20NOP as an isolated structure at a distorted geometry.

Properties
Orbital gap (eV): 9.94
Energy relative to the best compared isomer or geometry (same formula, charge and spin) (kJ/mol): 164.7
E_HOMO (eV): -9.24
Strongest force on any atom (eV/A): 4.43
Energy (eV): -22480.704

Structure (ORCA input):
```
! wB97M-V def2-TZVPD RIJCOSX def2/J DEFGRID3
* xyz 0 1
C -0.821 0.482 -0.775
C -0.159 1.004 -1.800
C -0.597 2.195 -2.568
C 0.264 -1.029 3.404
C -2.014 -1.732 3.530
C 2.587 1.873 -2.734
C -0.512 -0.642 0.165
C -1.262 -0.418 1.443
C -0.911 -1.475 2.529
N 1.958 -0.685 -1.331
O 1.054 -0.108 -4.343
P 1.478 0.462 -2.236
H -1.736 0.952 -0.727
H -0.375 2.063 -3.582
H -1.716 2.252 -2.718
H -0.274 3.137 -2.252
H 1.341 -0.821 3.030
H 0.043 -0.134 3.815
H 0.524 -1.655 4.231
H -2.974 -1.288 3.345
H -1.684 -1.326 4.469
H -2.074 -2.802 3.645
H 2.451 1.954 -3.728
H 2.251 2.726 -2.187
H 3.545 1.587 -2.496
H 0.534 -0.557 0.296
H -0.871 -1.507 -0.245
H -1.038 0.524 1.893
H -2.335 -0.462 1.452
H -0.825 -2.471 2.044
H 2.922 -0.975 -1.273
H 1.226 -1.125 -4.297
*
```

=====

Entry 2:
ORCA calculation (ωB97M-V with the def2-TZVPD basis set) on C18H34As3AuN2Se as an isolated structure at a distorted geometry.

Properties
Orbital gap (eV): 7.74
E_HOMO (eV): -7.36
Strongest force on any atom (eV/A): 1.05
Energy (eV): -273752.219

Structure (ORCA input):
```
! wB97M-V def2-TZVPD RIJCOSX def2/J DEFGRID3
* xyz 0 1
Au 0.029 -0.240 -0.100
C -2.832 -1.403 -1.981
As -1.942 0.178 -1.313
C -1.362 0.915 -3.030
C -3.454 1.305 -0.827
C -3.240 2.698 -0.185
C -4.522 3.022 0.594
C -2.076 2.686 0.832
As -0.219 2.968 0.194
C 0.518 2.850 2.005
C -0.144 4.933 0.115
C -2.983 3.765 -1.271
As -4.515 4.357 -2.373
C -4.196 3.287 -3.989
C -3.597 5.954 -3.049
H -3.592 -1.114 -2.703
H -3.281 -1.938 -1.150
H -2.093 -2.032 -2.470
H -2.203 1.263 -3.627
H -0.845 0.126 -3.572
H -0.667 1.735 -2.866
H -4.013 0.670 -0.146
H -4.024 1.405 -1.751
H -4.600 2.370 1.468
H -5.410 2.873 -0.020
H -4.515 4.060 0.933
H -2.057 1.719 1.344
H -2.246 3.444 1.601
H 1.590 3.050 1.997
H 0.344 1.851 2.412
H 0.018 3.580 2.644
H 0.886 5.220 0.329
H -0.796 5.375 0.872
H -0.411 5.315 -0.868
H -2.178 3.441 -1.937
H -2.643 4.679 -0.781
H -4.553 2.264 -3.866
H -3.135 3.276 -4.246
H -4.752 3.741 -4.810
H -3.473 6.680 -2.245
H -4.194 6.412 -3.837
H -2.616 5.694 -3.452
N 1.812 -0.786 0.968
C 2.701 0.307 1.312
C 3.011 0.547 2.640
C 3.834 1.616 2.971
C 4.347 2.438 1.977
C 4.036 2.183 0.645
C 3.210 1.121 0.312
H 1.425 -1.223 1.810
H 2.294 -1.493 0.420
H 2.592 -0.086 3.415
H 4.075 1.802 4.011
H 4.976 3.281 2.238
H 4.428 2.822 -0.136
H 2.943 0.933 -0.723
Se -0.739 -1.097 3.354
C -1.999 -1.038 2.065
N -2.759 -0.962 1.185
*
```

=====

Entry 3:
ORCA calculation (ωB97M-V with the def2-TZVPD basis set) on one molecule with the formula C4H4Cl2N2O at a distorted geometry.

Properties
Orbital gap (spin up / spin down) (eV): 9.14 / 8.83
Energy relative to the best compared isomer or geometry (same formula, charge and spin) (kJ/mol): 0.0
E_HOMO (spin up / spin down) (eV): -8.54 / -10.45
Strongest force on any atom (eV/A): 1.86
Expectation value of S²: 2.014
Energy (eV): -34281.381

Structure (ORCA input):
```
! wB97M-V def2-TZVPD RIJCOSX def2/J DEFGRID3
* xyz 0 3
C -1.812 0.135 -0.917
C 0.140 -1.143 0.815
C 0.314 0.310 0.609
C 1.163 0.977 -0.396
N -1.808 -0.957 -0.402
N -1.094 -1.686 0.407
O -2.066 1.090 -1.537
Cl 1.527 -2.063 0.013
Cl -0.782 1.275 1.477
H 0.252 -1.410 1.874
H 1.636 0.233 -1.034
H 1.950 1.561 0.088
H 0.579 1.677 -0.996
*
```

=====

Entry 4:
ORCA calculation (ωB97M-V with the def2-TZVPD basis set) on one molecule with the formula C3H3I at a distorted geometry.

Properties
Orbital gap (spin up / spin down) (eV): 8.11 / 7.82
Energy relative to the best compared isomer or geometry (same formula, charge and spin) (kJ/mol): 262.6
E_HOMO (spin up / spin down) (eV): -8.43 / -7.98
Strongest force on any atom (eV/A): 5.13
Energy (eV): -11255.088

Structure (ORCA input):
```
! wB97M-V def2-TZVPD RIJCOSX def2/J DEFGRID3
* xyz 0 1
C -0.367 -0.274 0.663
C -1.116 -0.590 -0.367
C 0.543 0.663 0.120
I 2.584 0.108 -0.041
H -0.406 -0.911 1.495
H -1.580 -0.323 -1.301
H 0.342 1.328 -0.569
*
```

=====

Entry 5:
ORCA calculation (ωB97M-V with the def2-TZVPD basis set) on one molecule with the formula C32H30FN5O4.

Properties
Orbital gap (eV): 8.70
E_HOMO (eV): -8.11
Strongest force on any atom (eV/A): 0.62
SMILES string: O=C(NCCN1CCOCC1)c1ccccc1N1C(=O)[C@@H]2Cc3c([nH]c4ccccc34)[C@@H](c3ccc(F)cc3)N2C1=O
Energy (eV): -52031.800

Structure (ORCA input):
```
! wB97M-V def2-TZVPD RIJCOSX def2/J DEFGRID3
* xyz 0 1
O -1.280 -1.245 -2.084
C -2.262 -1.404 -1.377
N -3.230 -0.475 -1.253
C -3.068 0.833 -1.852
C -3.916 1.865 -1.114
N -3.783 1.734 0.325
C -4.774 2.523 1.037
C -4.642 2.254 2.536
O -3.361 2.593 3.005
C -2.378 1.857 2.310
C -2.453 2.084 0.802
C -2.522 -2.690 -0.657
C -3.780 -3.277 -0.656
C -3.970 -4.529 -0.097
C -2.903 -5.211 0.464
C -1.646 -4.633 0.492
C -1.460 -3.377 -0.063
N -0.197 -2.750 -0.025
C 0.971 -3.249 -0.544
O 1.167 -4.371 -0.926
C 1.954 -2.084 -0.539
C 3.277 -2.340 0.190
C 3.941 -1.009 0.326
C 3.225 0.152 0.427
N 4.074 1.224 0.503
C 5.362 0.766 0.444
C 6.565 1.458 0.481
C 7.728 0.721 0.409
C 7.701 -0.672 0.301
C 6.513 -1.366 0.264
C 5.320 -0.647 0.335
C 1.732 0.250 0.481
C 1.200 1.379 -0.380
C 1.107 2.657 0.160
C 0.629 3.712 -0.596
C 0.240 3.468 -1.900
F -0.243 4.488 -2.640
C 0.321 2.207 -2.461
C 0.808 1.163 -1.694
N 1.197 -1.039 0.103
C -0.065 -1.412 0.383
O -0.921 -0.759 0.931
H -3.852 -0.512 -0.459
H -3.377 0.790 -2.903
H -2.006 1.099 -1.833
H -4.971 1.698 -1.357
H -3.640 2.872 -1.471
H -5.772 2.232 0.701
H -4.639 3.604 0.851
H -5.349 2.865 3.100
H -4.841 1.189 2.728
H -1.415 2.192 2.696
H -2.494 0.783 2.506
H -1.717 1.434 0.333
H -2.213 3.137 0.569
H -4.606 -2.763 -1.126
H -4.951 -4.979 -0.110
H -3.049 -6.193 0.887
H -0.806 -5.151 0.928
H 2.175 -1.820 -1.583
H 3.889 -3.039 -0.379
H 3.081 -2.780 1.173
H 3.791 2.188 0.545
H 6.586 2.534 0.565
H 8.681 1.228 0.435
H 8.636 -1.209 0.248
H 6.499 -2.443 0.183
H 1.408 0.444 1.517
H 1.389 2.828 1.189
H 0.546 4.706 -0.185
H 0.001 2.047 -3.478
H 0.837 0.172 -2.119
*
```

=====

Entry 6:
ORCA calculation (ωB97M-V with the def2-TZVPD basis set) on one molecule with the formula C7H12N2O3S at a distorted geometry.

Properties
Orbital gap (eV): 9.77
Energy relative to the best compared isomer or geometry (same formula, charge and spin) (kJ/mol): 253.7
E_HOMO (eV): -9.04
Strongest force on any atom (eV/A): 3.16
SMILES string: C[C@@H](c1ccco1)N(C)S(N)(=O)=O
Energy (eV): -27409.226

Structure (ORCA input):
```
! wB97M-V def2-TZVPD RIJCOSX def2/J DEFGRID3
* xyz 0 1
C -0.410 1.822 1.643
C 0.133 0.584 0.936
C -0.965 -0.264 0.446
C -2.021 0.126 -0.352
C -2.744 -1.071 -0.629
C -2.162 -2.067 0.141
O -1.070 -1.574 0.811
N 1.264 0.946 0.011
C 1.011 1.250 -1.404
S 2.356 -0.329 0.029
N 1.674 -1.577 -0.896
O 3.464 -0.036 -0.825
O 2.584 -0.765 1.337
H -1.495 1.726 2.051
H 0.374 2.081 2.431
H -0.470 2.617 0.865
H 0.520 0.088 1.787
H -2.202 1.098 -0.699
H -3.638 -1.277 -1.261
H -2.285 -3.131 0.381
H 1.103 0.424 -2.162
H 0.032 1.792 -1.442
H 1.778 1.933 -1.775
H 2.288 -2.351 -0.907
H 0.882 -2.044 -0.517
*
```

=====

Entry 7:
ORCA calculation (ωB97M-V with the def2-TZVPD basis set) on a 4-piece molecular cluster, H5NO5 overall at a distorted geometry.

Properties
Orbital gap (spin up / spin down) (eV): 6.84 / 7.33
Energy relative to the best compared isomer or geometry (same formula, charge and spin) (kJ/mol): 254.4
E_HOMO (spin up / spin down) (eV): -8.42 / -9.04
Strongest force on any atom (eV/A): 1.22
Energy (eV): -11797.181

Structure (ORCA input):
```
! wB97M-V def2-TZVPD RIJCOSX def2/J DEFGRID3
* xyz 0 1
N 0.646 -1.087 -0.431
O 1.735 -0.750 -0.822
O 1.628 1.427 0.001
H 2.194 1.260 0.768
H 0.512 -1.466 0.516
H -0.225 -0.924 -0.970
O -1.570 -0.176 0.971
O 0.102 0.718 0.685
O -1.997 -0.546 -0.355
H -2.660 0.124 -0.575
H -0.365 1.420 0.212
*
```

=====

Entry 8:
ORCA calculation (ωB97M-V with the def2-TZVPD basis set) on one molecule with the formula C24H28ClN5O5 at a distorted geometry.

Properties
Orbital gap (eV): 7.76
E_HOMO (eV): -8.17
Strongest force on any atom (eV/A): 1.30
SMILES string: NC(=O)C[C@H](NC(=O)Cc1ccc(Cl)cc1)c1ccc(NCCCN2CCCC2=O)c([N+](=O)[O-])c1
Energy (eV): -55553.382

Structure (ORCA input):
```
! wB97M-V def2-TZVPD RIJCOSX def2/J DEFGRID3
* xyz 0 1
N -3.775 -0.673 -4.103
C -3.946 -0.427 -2.791
O -4.260 0.678 -2.385
C -3.778 -1.626 -1.872
C -2.854 -1.361 -0.672
N -3.276 -0.146 0.009
C -2.739 0.245 1.178
O -2.129 -0.491 1.929
C -2.892 1.746 1.429
C -1.689 2.318 0.732
C -1.704 2.555 -0.639
C -0.551 2.930 -1.305
C 0.631 3.069 -0.596
Cl 2.093 3.476 -1.431
C 0.657 2.875 0.776
C -0.501 2.494 1.430
C -1.391 -1.210 -1.032
C -0.418 -1.761 -0.186
C 0.913 -1.508 -0.370
C 1.388 -0.702 -1.429
N 2.699 -0.454 -1.590
C 3.699 -0.624 -0.564
C 3.631 0.503 0.487
C 3.890 0.001 1.911
N 2.790 -0.760 2.444
C 1.546 -0.138 2.835
C 0.800 -1.229 3.614
C 1.485 -2.531 3.195
C 2.806 -2.102 2.579
O 3.721 -2.825 2.241
C 0.402 -0.200 -2.318
N 0.712 0.583 -3.450
O -0.207 1.016 -4.128
O 1.889 0.803 -3.727
C -0.959 -0.438 -2.081
H -3.843 0.098 -4.749
H -3.448 -1.556 -4.452
H -4.772 -1.864 -1.485
H -3.403 -2.488 -2.424
H -2.946 -2.193 0.038
H -3.702 0.541 -0.608
H -2.857 1.943 2.499
H -3.822 2.119 1.005
H -2.618 2.444 -1.203
H -0.571 3.100 -2.370
H 1.575 3.018 1.324
H -0.480 2.322 2.495
H -0.734 -2.377 0.642
H 1.626 -1.947 0.304
H 2.929 0.169 -2.360
H 4.672 -0.625 -1.056
H 3.579 -1.594 -0.077
H 4.355 1.281 0.247
H 2.638 0.955 0.451
H 4.766 -0.653 1.925
H 4.074 0.856 2.571
H 1.746 0.750 3.443
H 0.972 0.168 1.952
H -0.260 -1.218 3.371
H 0.914 -1.073 4.686
H 1.667 -3.211 4.027
H 0.912 -3.077 2.445
H -1.652 0.024 -2.764
*
```

=====

Please write out number 4 again, unchanged.
ORCA calculation (ωB97M-V with the def2-TZVPD basis set) on one molecule with the formula C3H3I at a distorted geometry.

Properties
Orbital gap (spin up / spin down) (eV): 8.11 / 7.82
Energy relative to the best compared isomer or geometry (same formula, charge and spin) (kJ/mol): 262.6
E_HOMO (spin up / spin down) (eV): -8.43 / -7.98
Strongest force on any atom (eV/A): 5.13
Energy (eV): -11255.088

Structure (ORCA input):
```
! wB97M-V def2-TZVPD RIJCOSX def2/J DEFGRID3
* xyz 0 1
C -0.367 -0.274 0.663
C -1.116 -0.590 -0.367
C 0.543 0.663 0.120
I 2.584 0.108 -0.041
H -0.406 -0.911 1.495
H -1.580 -0.323 -1.301
H 0.342 1.328 -0.569
*
```